1.
Density functional theory data (wB97M-V/def2-TZVPD) for a single C7H10O2 molecule.

```
19
Properties=species:S:1:pos:R:3:forces:R:3
C -0.4227 1.1995 -0.5306 1.6 -0.4 -0.6
H 1.4836 0.9533 -1.4015 0.0 0.3 0.0
C -2.7411 1.4425 0.4124 -0.1 0.2 0.4
C 1.2623 -0.4714 0.2138 -1.6 -2.0 0.7
O -1.3090 -0.3787 0.9777 -0.4 1.8 -0.4
H -3.2171 1.2813 1.3812 0.0 -0.1 -0.1
H 2.7532 -2.0074 0.4115 0.0 0.0 0.0
H -2.5952 2.5149 0.2740 0.0 -0.1 -0.1
H -0.7000 1.9915 -1.2114 0.0 0.1 0.0
H 2.6827 -1.2852 -1.2001 0.0 0.0 0.0
H 1.1569 -0.2739 1.2813 0.2 0.2 0.1
H 3.4183 -0.3936 0.1461 0.0 0.0 -0.1
C 0.8216 0.6365 -0.6021 -1.2 0.8 -0.4
H -0.4799 -1.5932 -0.8704 -0.5 0.1 0.1
C 2.6111 -1.0726 -0.1321 -0.1 0.0 0.1
H -3.4087 1.0733 -0.3690 0.0 0.0 0.0
C 0.0223 -1.6583 0.1116 2.8 0.6 -0.9
O 0.1005 -2.6515 0.7633 -0.3 -0.1 0.3
C -1.4390 0.6931 0.3442 -0.6 -1.3 1.0
```
Positions in Å, forces in eV/Å.

HOMO level in eV: -8.69
HOMO-LUMO gap in Ha: 0.309
E in a.u.: -423.14755
SMILES: CC(=O)/C=C\[C@H](C)C=O
Energy above the lowest of the compared OMol25 structures with the same formula, charge and spin in kcal per mole: 32.9

---

2.
Density functional theory data (wB97M-V/def2-TZVPD) for a molecular structure, C2H18F6Na2O15S2.

```
45
Properties=species:S:1:pos:R:3:forces:R:3
O -0.1882 -2.8929 -0.7611 0.8 -0.8 0.0
H 1.2873 1.4960 -3.0129 -0.4 0.0 -0.2
O -2.0822 -1.9127 -3.4644 -0.1 -0.6 -0.4
O 2.1073 2.3091 3.4415 0.7 -1.1 -1.8
O 3.7025 1.0827 -0.2745 0.8 -1.2 -0.4
Na -1.1684 -5.3130 -1.1079 0.1 0.9 0.0
H -1.1099 2.2575 -4.0946 0.0 0.3 -0.1
H -2.6053 -1.9469 4.8556 0.1 0.1 0.2
F 1.0772 4.5911 0.7394 1.8 2.1 -0.3
Na 3.6365 -1.0609 -1.4127 -0.4 0.7 0.2
O -0.7076 1.4643 -3.7407 0.0 -0.3 -0.4
H -1.8157 1.7239 2.6387 1.1 0.6 0.4
O 2.7440 -4.6905 0.9028 0.1 0.1 -0.2
H 1.8306 -4.5236 0.6704 -0.3 0.3 0.1
S 0.0676 -1.4672 -0.5989 -2.2 3.0 -0.4
F -0.3311 3.1422 0.4936 -0.2 -1.3 0.2
H -1.8597 -1.6164 -2.5818 0.1 0.4 0.5
F 1.7708 2.5338 0.5611 0.4 -0.1 -1.0
O -3.0343 0.9877 -0.1819 -0.4 -0.1 -1.1
H 2.8690 1.5417 -0.1705 -0.2 0.3 -0.2
H -3.1257 1.2509 3.2321 -0.2 0.1 0.1
H -2.6656 1.1570 0.6851 -0.2 0.2 0.7
F 0.8572 -1.8962 1.8849 -0.2 0.1 -0.2
H 1.5795 0.8188 -1.6908 -0.4 -0.2 0.0
H 0.0416 -0.4871 -4.3449 -0.3 0.4 0.0
O -0.3003 2.2734 3.2605 0.9 0.8 -0.9
O 0.7478 -1.1237 -4.2346 0.8 -0.3 -0.1
F 0.2255 0.1699 1.4784 0.7 -0.9 -0.7
O -2.7676 -2.3562 4.0057 -0.1 -0.4 0.0
H -2.7990 -1.6247 3.3891 0.0 0.3 -0.2
O -2.6868 1.4097 2.3964 -0.8 -0.5 0.0
F -1.2555 -1.2767 1.8513 1.1 -1.0 -1.4
H 4.0938 1.0948 0.5989 0.1 0.2 0.4
C -0.0352 -1.1238 1.2580 -0.9 1.5 1.2
H 0.4883 -1.6403 -3.4716 -0.3 0.0 0.0
S 0.9440 3.0387 2.9938 -1.4 0.8 2.7
O -1.0185 -0.6466 -1.1829 1.4 -1.4 0.7
C 0.8636 3.3681 1.0497 -1.7 -0.9 2.6
H 2.8307 -5.6431 0.8667 0.2 -0.3 0.1
O 1.0053 4.3588 3.6031 -0.9 0.1 -1.3
O 1.3633 -0.8919 -0.9923 -0.1 -1.9 0.6
H -1.2260 1.2589 -2.9626 -0.1 0.0 0.6
O 1.7137 1.6378 -2.1677 0.7 0.3 0.0
H -2.6582 -1.2302 -3.8086 -0.2 0.1 -0.1
H -2.4063 0.3976 -0.5986 0.1 0.0 0.0
```
Positions in Å, forces in eV/Å.

HOMO level in eV: -7.83
HOMO-LUMO gap in Ha: 0.176
E in a.u.: -2935.82947
Energy above the lowest of the compared OMol25 structures with the same formula, charge and spin in kcal per mole: 44.9

---

3.
Density functional theory data (wB97M-V/def2-TZVPD) for 2 unconnected molecules or ions with the total composition C2H4N2OS2.

```
11
Properties=species:S:1:pos:R:3:forces:R:3
H -2.7888 0.6292 -0.2935 0.5 -1.7 0.3
S 2.0993 -1.5412 -0.1208 1.9 2.4 1.4
H 0.5456 2.1564 -0.1152 -2.8 -1.6 0.9
H 3.7470 -0.5855 1.3274 -1.9 -1.4 -1.4
N 1.4458 -0.0070 -0.4260 -1.6 -2.2 0.9
C 0.1174 0.2946 0.0904 0.6 1.4 -0.6
O -3.4527 -1.3908 -0.2616 0.3 1.4 0.0
H 2.1555 0.6723 -0.6223 -0.3 0.7 -0.1
S -0.8801 -1.2245 0.3620 -0.8 2.4 -0.6
N -0.3344 1.5106 0.1993 3.3 -0.6 -1.0
C -2.6547 -0.5142 -0.1397 0.8 -0.8 0.2
```
Positions in Å, forces in eV/Å.

HOMO level in eV: -9.06
HOMO-LUMO gap in Ha: 0.249
E in a.u.: -1059.54486
Energy above the lowest of the compared OMol25 structures with the same formula, charge and spin in kcal per mole: 124.5

---

4.
Density functional theory data (wB97M-V/def2-TZVPD) for a single C3H8F2Si molecule.

```
14
Properties=species:S:1:pos:R:3:forces:R:3
H 0.1693 -2.0619 -0.4825 0.7 1.1 0.1
F -2.7548 -0.7810 -1.1175 0.3 0.4 0.5
C 0.6370 -1.2360 0.1290 0.0 0.4 -1.5
H 1.6948 -0.9926 -0.1634 -1.1 -0.1 -0.5
H 0.8159 -1.7048 1.0316 -0.1 -0.9 2.4
Si -2.1633 -0.3035 0.3094 2.1 1.7 -1.8
H -0.5346 0.4645 -1.8828 0.2 -0.1 -0.3
C -0.0694 0.9446 -1.0283 -2.4 1.5 0.9
H -2.3800 -1.3621 1.1387 -0.9 -1.7 1.8
F -2.8925 1.0742 0.6833 0.0 -0.5 0.0
H 0.9222 1.2868 -1.3074 0.3 -0.2 0.4
H -0.7365 1.9092 -0.8556 1.4 -1.7 -0.4
C -0.2482 0.0244 0.2465 -0.3 1.6 -0.8
H 0.0168 0.7344 1.1062 -0.2 -1.4 -0.7
```
Positions in Å, forces in eV/Å.

HOMO level in eV: -10.60
HOMO-LUMO gap in Ha: 0.428
E in a.u.: -608.43578
SMILES: CC(C)[SiH](F)F
Energy above the lowest of the compared OMol25 structures with the same formula, charge and spin in kcal per mole: 0.0

---

5.
Density functional theory data (wB97M-V/def2-TZVPD) for a molecular structure, C30H22N8O3ReS2.

```
66
Properties=species:S:1:pos:R:3:forces:R:3
C -0.0899 -1.2805 -3.1997 0.0 0.0 0.0
C 3.4282 -0.7507 -0.5349 0.1 -0.1 0.2
H 1.1327 -1.2489 5.7221 0.0 0.0 0.0
C 1.2243 -3.6316 1.2945 0.0 0.0 0.0
H -0.5268 -2.4303 -4.9507 0.0 0.0 0.0
C 0.9195 -4.8854 0.7698 0.0 0.0 0.0
C 2.1750 -5.9359 2.5260 0.0 0.0 0.0
C -3.0403 -2.6853 0.7037 0.0 0.0 0.0
C -1.2101 -0.4138 -5.1337 0.0 0.0 0.0
C -0.7321 0.9336 -3.2112 0.0 0.0 0.1
C -0.5442 4.5071 -1.1193 0.0 0.0 0.0
N 4.7630 -0.7758 -0.5454 0.0 0.1 -0.1
H -2.5007 0.2280 -0.9217 0.0 0.0 0.0
C 1.3973 -6.0348 1.3823 0.0 0.0 0.0
C -1.2149 3.3378 -3.0948 0.0 0.0 0.0
C -0.7244 2.1756 -2.5038 0.0 -0.1 0.0
H -3.8328 -3.3323 1.0548 0.0 0.0 0.0
H -1.3907 -0.1082 2.4311 0.0 0.0 0.0
N 2.7936 -1.6123 0.2103 0.0 0.0 0.0
H -1.6180 -0.5490 -6.1221 0.0 0.0 0.0
C 2.4819 -4.6875 3.0512 0.0 0.0 0.0
N -0.1453 -0.1134 -2.5739 0.0 0.0 0.0
H -1.4855 5.4580 -2.7934 0.0 0.0 0.0
C 2.0017 -0.1161 4.1611 0.1 0.1 -0.1
H -1.1460 -1.2949 4.6352 0.0 0.0 0.0
H -0.4364 5.4080 -0.5330 0.0 0.0 0.0
S 3.0655 1.4040 2.1323 0.1 0.0 -0.1
H 5.2781 -0.0536 -1.0154 0.0 0.0 0.0
N -0.1879 2.1532 -1.2596 0.0 -0.1 0.1
C -0.6097 -1.4620 -4.4786 0.0 0.0 0.0
N 0.5956 0.4312 2.3736 -0.1 0.1 0.0
C -1.1186 4.5334 -2.3666 0.0 0.0 0.0
C -1.7268 -3.0124 0.9361 0.0 0.0 0.0
O -3.0738 1.0250 -6.6845 0.0 0.0 0.0
H -2.1841 4.1204 -4.8906 0.0 0.0 0.0
H -4.3683 -1.2230 -0.1878 0.0 0.0 0.0
O -2.4667 3.0685 -7.0099 0.0 0.0 0.0
N -1.0245 -1.0019 -0.1623 0.1 0.0 0.1
C -0.0874 3.2975 -0.5906 0.0 0.1 0.0
N 1.4408 -1.4460 0.1602 -0.1 0.0 -0.1
H 0.4017 -2.0845 -2.6679 0.0 0.0 0.0
H 2.5456 -6.8313 3.0071 0.0 0.0 0.0
C -0.7132 -2.1590 0.4845 -0.1 0.1 -0.1
H -1.4533 -3.9105 1.4694 0.0 0.0 0.0
H 0.3697 3.2336 0.3894 0.0 0.0 0.0
C -2.3189 -0.7039 -0.4021 0.0 0.0 0.0
C -0.4591 -0.1801 2.9728 0.0 0.0 0.0
H 0.3189 -4.9637 -0.1292 0.0 0.0 0.0
H 2.2680 -2.5635 2.8325 0.0 0.0 0.0
S 2.6147 0.3815 -1.6190 -0.1 0.1 0.1
H 1.1649 -7.0050 0.9640 0.0 0.0 0.0
C 1.8608 0.5525 2.8999 -0.1 -0.2 0.2
N -2.5036 2.0483 -6.3632 0.0 0.0 0.0
H 2.9795 -0.0583 4.6167 0.0 0.0 0.0
C 0.6961 -2.4055 0.6548 0.1 0.0 0.0
H 5.2387 -1.3590 0.1229 0.0 0.0 0.0
C -1.8324 2.0568 -5.0454 0.0 -0.1 0.0
C -0.3064 -0.8073 4.1646 0.1 0.0 0.0
C -1.2885 0.8352 -4.4941 0.0 0.0 -0.1
O 0.3582 1.0928 1.2003 0.0 -0.1 -0.2
C 0.9740 -0.7669 4.7662 0.0 0.0 0.0
C 2.0150 -3.5377 2.4363 0.0 0.0 0.0
C -3.3462 -1.5103 0.0111 0.0 0.0 0.0
C -1.7820 3.2404 -4.4070 0.0 0.1 0.0
H 3.0932 -4.6105 3.9408 0.0 0.0 0.0
Re 0.5736 0.2734 -0.5728 0.0 0.0 0.0
```
Positions in Å, forces in eV/Å.

HOMO level in eV: -9.87
HOMO-LUMO gap in Ha: 0.222
Charge: +1
E in a.u.: -2694.62511
Energy above the lowest of the compared OMol25 structures with the same formula, charge and spin in kcal per mole: 20.1

---

6.
Density functional theory data (wB97M-V/def2-TZVPD) for a molecular structure, C19H27N2O2PdSSi.

```
53
Properties=species:S:1:pos:R:3:forces:R:3
H 2.2435 -5.2187 -0.0434 0.0 0.0 0.0
C -2.3097 3.0036 -0.3253 0.0 0.0 0.0
H -3.4738 -0.2056 1.8612 0.0 0.0 0.0
H -1.2568 3.1957 -0.1224 0.0 0.0 0.0
H 1.6469 -4.2940 -1.4187 0.0 0.0 0.0
H -2.8941 3.8277 0.0735 0.0 0.0 0.0
H 0.5651 -4.0526 2.4517 0.0 0.0 0.0
C 1.4647 -1.8179 4.8173 0.0 0.0 0.0
C 1.9599 -2.4218 2.1429 0.0 0.1 0.0
C -4.3060 0.1872 1.2864 0.0 0.0 0.0
C 0.8171 -2.8958 4.2266 0.0 0.0 0.0
C 0.5777 1.2214 -2.8382 0.0 0.0 0.0
C 1.6747 2.0358 -2.5531 0.0 0.0 0.0
H 0.7639 1.0950 -6.2439 0.0 0.0 0.0
H 0.6175 -4.5604 0.0149 0.0 0.0 0.0
C 1.0167 1.3426 -5.2218 0.0 0.0 0.0
H 1.9167 2.3427 -1.5377 0.0 0.0 0.0
S -1.1790 -0.1050 -4.1670 0.1 0.0 0.0
H -5.9522 1.8841 0.3829 0.0 0.0 0.0
H 3.2864 -1.8596 -1.5826 0.0 0.0 0.0
N -3.9313 1.4599 0.6519 0.0 0.0 0.0
H 0.8814 0.4632 2.5567 0.0 0.0 0.0
H 2.7130 2.5133 -5.7455 0.0 0.0 0.0
H 3.2843 3.1254 -3.4316 0.0 0.0 0.0
H 2.8893 -0.2202 4.5718 0.0 0.0 0.0
N -0.3066 0.6632 -1.9124 0.0 0.0 -0.1
H 0.4247 1.9639 2.4884 0.0 0.0 0.0
C -1.2523 -0.0474 -2.4807 0.0 0.0 0.0
H -4.8856 3.0166 -0.4355 0.0 0.0 0.0
H 4.5114 -2.2233 -0.3801 0.0 0.0 0.0
O -1.8551 0.7117 0.3886 0.0 0.0 0.1
O 0.6957 1.2046 1.9547 0.0 -0.1 0.0
H -5.0845 3.0981 1.3363 0.0 0.0 0.0
H 3.5407 -0.7786 -0.1789 0.0 0.0 0.0
H -2.0183 -0.5550 -1.9125 0.0 0.0 0.0
Pd 0.0616 0.8997 -0.0158 -0.1 0.2 0.0
C 1.6312 -4.3533 -0.3304 0.0 0.0 0.1
H 1.2882 -1.5946 5.8618 0.0 0.0 0.0
C 2.4326 2.4846 -3.6136 0.0 0.0 0.1
C 2.3621 -1.0322 4.0872 0.0 0.0 0.1
C -2.7099 1.6872 0.2629 0.0 0.0 0.0
H -5.1469 0.3761 1.9475 0.0 0.0 0.0
H -4.6058 -0.5367 0.5291 0.0 0.0 0.0
C 3.4999 -1.8150 -0.5135 0.1 0.0 0.0
C 2.1053 2.1380 -4.9336 0.0 0.0 -0.1
H -2.4485 2.9785 -1.4092 0.0 0.0 0.0
C 0.2518 0.8825 -4.1503 -0.1 0.0 0.0
H 3.3469 -0.7459 2.2188 0.0 0.0 0.0
C -5.0218 2.4378 0.4720 0.0 0.0 0.0
C 2.6135 -1.3318 2.7620 0.0 0.0 -0.1
C 1.0612 -3.1989 2.8971 0.0 0.0 0.0
Si 2.3524 -2.8691 0.4458 0.1 -0.1 0.0
H 0.1398 -3.5066 4.8076 0.0 0.0 0.0
```
Positions in Å, forces in eV/Å.

HOMO level in eV: -17.38
HOMO-LUMO gap in Ha: 0.225
Charge: +3
E in a.u.: -1814.78493
Energy above the lowest of the compared OMol25 structures with the same formula, charge and spin in kcal per mole: 43.8